The following is a DFT calculation (ωB97M-V/def2-TZVPD) of a 4-piece molecular cluster, C6H21NO3 overall.

```
31
Properties=species:S:1:pos:R:3:lowdin_spin:R:1
C 0.833 -0.187 1.230 0.04
C 0.583 -1.327 2.176 0.01
C -0.235 0.207 0.192 0.05
N -1.048 -0.714 -0.664 0.59
C -0.212 -1.827 -1.063 0.08
C 1.026 -1.350 -1.786 0.01
C -2.219 -1.135 0.103 0.06
H 1.843 -0.146 0.775 0.00
H 0.825 0.783 1.793 0.01
H -0.469 -1.439 2.508 0.00
H 1.227 -1.182 3.033 0.01
H 0.841 -2.350 1.773 0.00
H 0.208 0.975 -0.485 0.02
H -1.016 0.834 0.766 0.00
H 0.287 -2.503 -0.313 0.05
H -0.741 -2.600 -1.588 0.01
H 1.597 -2.031 -2.455 0.00
H 1.805 -1.104 -1.058 0.00
H 1.025 -0.446 -2.359 0.00
H -3.148 -0.656 -0.219 0.02
H -2.433 -2.217 -0.069 0.00
H -2.016 -1.004 1.182 0.02
H -2.383 1.982 -0.292 0.00
H -1.852 1.193 -1.640 0.00
O -2.324 1.914 -1.242 0.01
H 0.246 3.753 1.164 0.00
H -0.455 3.823 -0.251 0.00
O 0.322 3.529 0.234 0.00
H 2.841 2.126 0.178 0.00
H 2.154 1.649 -1.108 0.00
O 2.888 1.450 -0.515 0.00
```

## Properties
* energy relative to the best compared isomer or geometry (same formula, charge and spin): 0.0 kcal per mole
* E_HOMO (alpha / beta): -14.6 / -14.6 eV
* spin multiplicity: 2
* gap between HOMO and LUMO (alpha / beta): 11.79 / 6.58 eV
* total charge: +1

The following is a DFT calculation (ωB97M-V/def2-TZVPD) of C4H7NO as an isolated structure.

```
13
Properties=species:S:1:pos:R:3:mulliken_charge:R:1
C -0.338 -1.201 1.486 -0.57
N -1.167 -1.083 0.447 -0.47
C -0.549 -0.487 -0.543 0.42
C -0.532 0.898 -0.744 -0.36
C 0.801 0.679 -1.420 -0.23
O 0.740 -0.717 -0.994 -0.38
H 0.714 -1.478 1.377 0.28
H -0.788 -1.473 2.439 0.32
H 0.018 0.358 1.544 0.06
H -0.094 0.934 0.742 0.02
H -1.303 1.648 -0.856 0.42
H 0.832 0.758 -2.510 0.24
H 1.667 1.165 -0.969 0.26
```

## Properties
* energy relative to the best compared isomer or geometry (same formula, charge and spin): 136.7 kcal per mole
* E_HOMO: -8.8 eV
* spin multiplicity: 1
* gap between HOMO and LUMO: 9.70 eV

The following is a DFT calculation (ωB97M-V/def2-TZVPD) of C26H24Cl2F6GeMoNO9S2 as an isolated structure.

```
72
Properties=species:S:1:pos:R:3:mulliken_charge:R:1
Mo 0.414 -0.728 0.930 0.68
C 3.754 1.373 3.018 -1.86
C 3.115 0.763 1.773 2.27
C 3.792 1.226 0.483 -1.82
O 1.713 1.076 1.760 -0.38
C 3.183 -0.788 1.767 0.31
O 4.126 -1.404 2.246 -0.80
O 2.182 -1.286 1.135 -0.28
H 3.819 2.455 2.918 0.41
H 4.748 0.959 3.150 0.36
H 3.149 1.136 3.890 0.40
H 3.762 2.312 0.390 0.38
H 3.293 0.757 -0.367 0.38
H 4.831 0.906 0.491 0.50
H 1.549 1.846 1.181 0.03
F -0.253 -3.818 5.182 -0.25
C 0.350 -2.660 4.884 0.49
F 0.423 -1.960 6.027 -0.25
F 1.605 -2.955 4.535 -0.21
S -0.508 -1.704 3.490 0.89
O 0.247 -0.488 3.539 -0.51
O -1.879 -1.778 3.864 -0.60
N -0.042 -2.695 2.352 0.04
S -0.957 -3.348 1.248 0.67
O -0.737 -2.705 -0.024 -0.40
O -0.832 -4.769 1.245 -0.56
C -2.802 -3.241 1.638 0.52
F -3.499 -2.131 1.768 -0.15
F -3.339 -3.892 0.590 -0.23
F -3.016 -3.999 2.716 -0.23
C 0.735 -0.035 -0.847 -0.31
Ge -0.769 0.865 -1.670 1.71
C -0.540 1.275 -3.626 0.03
C -1.646 1.299 -4.465 -0.54
C -1.522 1.618 -5.806 -0.63
C -0.278 1.928 -6.331 -0.43
C 0.834 1.917 -5.504 -0.69
C 0.701 1.592 -4.165 -0.41
C -2.535 -0.049 -1.518 0.29
C -3.508 0.319 -0.601 -0.19
C -4.646 -0.450 -0.432 -0.57
C -4.821 -1.609 -1.169 -0.49
C -3.854 -1.986 -2.087 -0.76
C -2.721 -1.211 -2.258 -0.29
C -0.480 2.617 -0.742 0.79
C 0.848 3.012 -0.590 -1.19
C 1.190 4.143 0.131 -0.09
C 0.201 4.899 0.738 -0.67
C -1.125 4.537 0.569 -0.72
C -1.460 3.415 -0.172 -0.15
H -2.617 1.059 -4.049 0.29
H -2.396 1.627 -6.445 0.38
H -0.175 2.171 -7.381 0.36
H 1.806 2.164 -5.912 0.39
H 1.570 1.570 -3.522 0.29
H -3.360 1.196 0.010 0.05
H -5.385 -0.160 0.303 0.39
H -5.692 -2.230 -1.008 0.38
H -3.979 -2.899 -2.654 0.36
H -1.962 -1.509 -2.972 0.43
H 1.613 2.434 -1.091 0.42
H 2.224 4.459 0.200 0.38
H 0.460 5.773 1.322 0.39
H -1.906 5.147 1.006 0.41
H -2.501 3.170 -0.322 0.37
O -1.398 -0.770 1.469 -0.65
O -1.069 0.496 1.039 -0.18
Cl 4.391 -3.686 -0.869 -0.21
C 3.686 -4.079 0.678 -0.08
Cl 1.873 -4.151 0.570 -0.05
H 3.958 -3.280 1.376 -0.03
H 4.064 -5.053 0.980 0.42
```

## Properties
* energy relative to the best compared isomer or geometry (same formula, charge and spin): 85.1 kcal per mole
* E_HOMO: -5.3 eV
* spin multiplicity: 1
* gap between HOMO and LUMO: 7.69 eV
* total charge: -1

The following is a DFT calculation (ωB97M-V/def2-TZVPD) of an isolated ion of composition C8H14NO2 and charge +1.

```
25
Properties=species:S:1:pos:R:3:mulliken_charge:R:1
C 2.190 -0.157 -1.287 -1.47
C 1.850 -0.632 0.179 0.64
C 2.592 -0.006 1.251 -1.35
C 0.357 -0.209 0.195 0.21
O 0.131 0.871 0.734 -0.67
C -0.729 -0.889 -0.379 0.72
O -0.342 -1.709 -1.380 -0.51
C -1.945 -1.070 0.418 -0.83
C -1.994 0.028 -0.497 -0.13
C -1.740 1.381 0.042 -0.05
N -2.665 2.091 0.775 -0.30
H 1.336 -0.451 -1.953 0.39
H 2.973 -0.732 -1.567 0.52
H 2.334 0.965 -1.500 0.28
H 2.009 -1.712 0.108 0.39
H 3.666 0.306 0.885 0.35
H 2.578 -0.651 2.158 0.32
H 2.288 1.084 1.371 0.29
H -1.037 -2.346 -1.559 0.38
H -1.562 -0.909 1.420 0.23
H -2.725 -1.894 0.383 0.31
H -2.549 0.000 -1.434 0.41
H -1.083 2.062 -0.616 0.32
H -2.595 3.036 0.859 0.26
H -3.339 1.546 1.395 0.28
```

## Properties
* energy relative to the best compared isomer or geometry (same formula, charge and spin): 64.5 kcal per mole
* E_HOMO: -13.7 eV
* spin multiplicity: 1
* gap between HOMO and LUMO: 9.88 eV
* SMILES: CC(C)C(=O)[C@@]1(O)C[C@H]1C=[NH2+]
* total charge: +1

The following is a DFT calculation (ωB97M-V/def2-TZVPD) of C2H4NP as an isolated structure.

```
8
Properties=species:S:1:pos:R:3:mulliken_charge:R:1
C 1.184 -1.092 -0.524 -0.09
C 0.335 0.699 -0.123 -0.37
N 0.751 -0.144 -1.216 -0.41
P -1.381 0.802 0.358 -0.09
H 1.390 -1.256 0.529 0.35
H 1.090 1.203 0.463 0.53
H -1.492 -0.286 1.232 0.03
H -1.877 0.073 -0.719 0.05
```

## Properties
* energy relative to the best compared isomer or geometry (same formula, charge and spin): 94.2 kcal per mole
* E_HOMO (alpha / beta): -8.6 / -8.2 eV
* spin multiplicity: 1
* gap between HOMO and LUMO (alpha / beta): 8.43 / 8.04 eV

The following is a DFT calculation (ωB97M-V/def2-TZVPD) of C22H25AsN4O9PS2V as an isolated structure.

```
65
Properties=species:S:1:pos:R:3:lowdin_spin:R:1
V 0.640 -0.056 -0.118 2.60
N -2.997 2.464 -0.816 0.00
C -1.874 1.752 -0.479 0.01
S -1.277 0.624 -1.616 0.02
N -1.378 2.083 0.704 0.00
N -0.237 1.417 1.020 0.01
C 0.354 1.757 2.127 0.09
C -0.164 2.802 3.045 0.01
C 0.570 3.961 3.273 0.01
C 0.099 4.936 4.143 0.00
C -1.110 4.754 4.797 0.00
C -1.847 3.598 4.573 0.00
C -1.381 2.630 3.699 0.01
C 1.585 1.026 2.449 0.02
C 2.286 1.197 3.641 0.01
C 3.427 0.446 3.861 0.02
C 3.851 -0.457 2.899 0.01
C 3.102 -0.579 1.743 0.02
N 2.006 0.142 1.526 0.03
H -3.574 2.049 -1.527 0.00
H -3.472 2.903 -0.043 0.00
H 1.514 4.101 2.758 0.00
H 0.677 5.837 4.306 0.00
H -1.479 5.511 5.478 0.00
H -2.794 3.453 5.080 0.00
H -1.959 1.736 3.506 0.00
H 1.927 1.896 4.383 0.00
H 3.978 0.561 4.786 0.00
H 4.730 -1.069 3.041 0.00
H 3.367 -1.276 0.955 0.00
O 0.731 -2.880 2.958 0.00
As 0.095 -3.174 1.298 0.01
O -1.090 -4.285 1.379 0.00
O -0.284 -1.643 0.768 0.05
C 1.790 -3.878 0.628 0.00
C 2.484 -4.667 1.545 0.00
C 3.679 -5.283 1.203 0.00
C 4.199 -5.126 -0.072 0.00
C 3.517 -4.352 -0.998 0.00
C 2.323 -3.733 -0.653 0.00
S 1.538 -2.713 -1.896 0.01
O 1.809 -1.342 -1.371 0.04
O 2.270 -2.933 -3.124 0.00
O 0.141 -3.056 -1.897 0.00
H -0.029 -2.766 3.538 0.00
H 2.084 -4.793 2.541 0.00
H 4.197 -5.890 1.936 0.00
H 5.129 -5.607 -0.349 0.00
H 3.889 -4.215 -2.004 0.00
C 1.789 0.627 -3.749 0.00
O 2.116 1.788 -2.957 0.00
P 2.156 1.641 -1.348 0.03
O 2.103 3.223 -0.986 0.00
C 0.870 3.923 -1.191 0.00
O 3.708 1.378 -1.012 0.00
C 4.739 2.197 -1.561 0.00
H 1.819 0.953 -4.786 0.00
H 0.791 0.269 -3.501 0.00
H 2.503 -0.178 -3.582 0.00
H 1.105 4.986 -1.163 0.00
H 0.155 3.684 -0.404 0.00
H 0.436 3.674 -2.160 0.00
H 5.637 1.584 -1.624 0.00
H 4.920 3.050 -0.908 0.00
H 4.472 2.553 -2.556 0.00
```

## Properties
* energy relative to the best compared isomer or geometry (same formula, charge and spin): 0.0 kcal per mole
* E_HOMO (alpha / beta): -4.1 / -5.3 eV
* spin multiplicity: 4
* gap between HOMO and LUMO (alpha / beta): 6.40 / 7.33 eV
* total charge: -1

The following is a DFT calculation (ωB97M-V/def2-TZVPD) of a 2-piece molecular cluster, C2H7NO3 overall.

```
13
Properties=species:S:1:pos:R:3:mulliken_charge:R:1
O 2.500 1.369 -1.055 -0.46
C 2.906 0.737 -0.126 0.20
O 2.544 -0.528 0.175 -0.48
H 3.629 1.141 0.587 0.35
H 1.571 -0.561 0.284 0.47
N -2.403 -0.538 -0.487 -0.43
C -1.516 -0.209 0.552 -0.25
O -0.157 -0.060 0.111 -0.56
H -2.954 0.143 -0.971 0.18
H -2.536 -1.506 -0.713 0.17
H -1.488 -1.023 1.283 0.27
H -1.855 0.664 1.109 0.28
H -0.242 0.372 -0.749 0.26
```

## Properties
* energy relative to the best compared isomer or geometry (same formula, charge and spin): 27.8 kcal per mole
* E_HOMO: -10.0 eV
* spin multiplicity: 1
* gap between HOMO and LUMO: 10.81 eV
* SMILES: O=CO.NCO

The following is a DFT calculation (ωB97M-V/def2-TZVPD) of an isolated ion of composition C4H10FIN and charge +1.

```
17
Properties=species:S:1:pos:R:3:mulliken_charge:R:1
C -2.093 1.375 -0.338 -0.93
N -1.003 0.299 -0.309 -0.15
C 0.300 0.562 0.440 -1.13
C 1.492 -0.425 -0.073 0.50
C 1.250 -1.856 0.403 -1.23
F 1.434 -0.296 -1.412 -0.32
I 3.346 0.522 0.565 0.19
H -1.801 2.349 -0.775 0.34
H -2.756 1.027 -1.061 0.42
H -2.521 1.354 0.591 0.39
H -1.390 -0.638 -0.033 0.38
H -0.624 0.333 -1.188 0.36
H 0.567 1.645 0.222 0.49
H -0.006 0.473 1.406 0.59
H 2.219 -2.443 0.362 0.37
H 0.592 -2.510 -0.237 0.36
H 0.994 -1.771 1.438 0.38
```

## Properties
* energy relative to the best compared isomer or geometry (same formula, charge and spin): 9.3 kcal per mole
* E_HOMO: -13.4 eV
* spin multiplicity: 1
* gap between HOMO and LUMO: 9.96 eV
* SMILES: C[NH2+]C[C@@](C)(F)I
* total charge: +1